Density functional theory data (wB97M-V/def2-TZVPD) for C33H41NNbO19 as an isolated structure.

Computed properties:
DFT total energy in eV: -76807.0021
Frontier orbital gap in hartree: 0.22155
Net charge: -1

Each line ends with the Löwdin charge.
CARTESIAN COORDINATES (ANGSTROEM)
C: -0.97 -4.90 3.30  -0.120
C: 0.17 -4.83 2.12  -0.181
C: 0.24 -5.81 0.80  -0.056
C: 1.47 -5.58 -0.30  -0.082
C: 2.62 -4.38 -0.14  -0.057
C: 2.52 -3.37 1.16  -0.249
C: 3.54 -2.10 1.45  -0.390
Nb: 2.25 -0.20 1.40  1.369
O: 3.95 1.09 1.40  -0.461
C: 3.69 2.13 0.35  -0.359
N: 3.29 2.87 -0.65  0.020
C: 2.11 -0.13 3.70  -0.332
C: 0.73 0.38 4.50  -0.120
C: 0.65 0.48 6.17  -0.097
C: 1.94 0.08 7.15  -0.089
C: 3.29 -0.47 6.36  -0.086
C: 3.37 -0.57 4.70  -0.108
C: 1.31 -3.66 2.24  -0.043
H: -1.63 -3.91 3.30  0.094
H: -1.71 -5.82 3.19  0.064
H: -0.45 -5.04 4.36  0.090
H: -0.58 -6.66 0.63  0.076
H: 1.57 -6.26 -1.26  0.061
H: 3.47 -4.28 -0.94  0.072
H: 3.94 -2.25 2.55  0.026
H: 4.42 -2.03 0.67  0.046
H: 1.22 1.33 1.40  -0.128
H: 2.36 -0.18 -0.44  -0.123
H: 0.70 -1.12 1.24  -0.107
H: -0.21 0.68 3.85  0.065
H: -0.33 0.87 6.73  0.064
H: 1.93 0.17 8.31  0.069
H: 4.21 -0.75 7.02  0.065
H: 4.41 -0.96 4.27  0.071
H: 1.24 -2.93 3.16  0.077
C: -3.04 -4.11 -3.05  -0.145
C: -1.77 -3.54 -2.52  -0.133
O: -1.73 -4.00 -1.19  0.065
C: -2.50 -5.13 -1.14  -0.507
O: -2.56 -5.89 -0.18  0.093
O: -3.20 -5.30 -2.30  0.057
H: -2.99 -4.34 -4.12  0.135
H: -3.91 -3.46 -2.87  0.134
H: -0.89 -3.91 -3.05  0.138
H: -1.77 -2.44 -2.55  0.142
C: 3.76 5.06 -4.15  -0.135
C: 2.48 5.43 -3.46  -0.131
O: 1.55 5.51 -4.53  0.019
C: 2.04 4.74 -5.54  -0.509
O: 1.42 4.45 -6.55  0.126
O: 3.32 4.34 -5.28  0.071
H: 4.40 4.45 -3.51  0.138
H: 4.32 5.94 -4.48  0.133
H: 2.14 4.66 -2.76  0.128
H: 2.55 6.39 -2.94  0.139
C: -5.97 -7.54 2.73  -0.145
C: -4.75 -6.76 2.37  -0.147
O: -4.38 -6.14 3.59  0.050
C: -4.90 -6.90 4.59  -0.515
O: -4.64 -6.76 5.78  0.130
O: -5.76 -7.85 4.10  0.058
H: -6.07 -8.45 2.14  0.136
H: -6.88 -6.95 2.64  0.133
H: -3.92 -7.40 2.03  0.136
H: -4.95 -6.01 1.60  0.135
C: -1.69 6.88 -6.10  -0.133
C: -1.43 5.84 -5.05  -0.134
O: -2.59 5.89 -4.25  0.073
C: -3.59 6.40 -5.03  -0.524
O: -4.77 6.43 -4.71  0.125
O: -3.10 6.89 -6.21  0.032
H: -1.23 6.63 -7.06  0.134
H: -1.35 7.88 -5.79  0.137
H: -1.33 4.84 -5.48  0.141
H: -0.54 6.06 -4.46  0.120
C: -4.66 4.39 -9.53  -0.137
C: -3.60 4.60 -8.50  -0.141
O: -2.99 3.32 -8.40  0.068
C: -3.23 2.68 -9.58  -0.514
O: -2.71 1.62 -9.91  0.133
O: -4.13 3.37 -10.35  0.060
H: -4.84 5.30 -10.12  0.137
H: -5.60 4.05 -9.10  0.137
H: -2.84 5.33 -8.81  0.135
H: -4.01 4.91 -7.54  0.129
C: 4.92 3.27 7.92  -0.141
C: 4.20 3.20 9.23  -0.146
O: 4.31 1.83 9.58  0.047
C: 5.40 1.34 8.93  -0.528
O: 5.89 0.24 9.14  0.120
O: 5.88 2.24 8.02  0.061
H: 5.41 4.24 7.77  0.134
H: 4.27 3.07 7.07  0.138
H: 4.67 3.81 10.00  0.132
H: 3.15 3.49 9.14  0.137

Density functional theory data (wB97M-V/def2-TZVPD) for C33H42ErN7O4PS6 as an isolated structure.

Computed properties:
DFT total energy in eV: -155456.5807
Multiplicity: 4
Frontier orbital gap (alpha / beta) in hartree: 0.27317 / 0.27310
Net charge: -1

Each line ends with the Löwdin charge.
CARTESIAN COORDINATES (ANGSTROEM)
Er: 0.81 1.20 -0.05  1.152
O: 2.69 1.65 -4.00  0.052
C: 2.37 1.30 -2.88  -0.594
O: 1.18 1.16 -2.41  -0.187
C: 3.46 1.02 -1.86  -0.157
C: 4.78 0.77 -2.19  0.014
C: 5.69 0.55 -1.16  -0.036
C: 5.26 0.60 0.16  0.013
C: 3.93 0.87 0.40  -0.170
N: 3.08 1.07 -0.59  0.059
C: 3.32 0.98 1.80  -0.605
O: 4.04 0.81 2.77  0.060
O: 2.06 1.29 1.78  -0.180
H: 5.07 0.76 -3.24  0.118
H: 6.73 0.35 -1.39  0.105
H: 5.93 0.44 0.99  0.118
N: -0.26 3.42 -2.70  0.125
C: 0.44 4.15 -1.82  -0.701
N: 1.23 3.64 -0.91  0.000
C: 1.81 4.66 -0.15  -0.300
C: 2.71 4.49 0.89  0.002
C: 3.19 5.60 1.57  -0.078
C: 2.78 6.89 1.22  -0.104
C: 1.88 7.08 0.18  -0.102
C: 1.41 5.96 -0.49  -0.472
S: 0.29 5.89 -1.81  1.076
H: 0.13 2.49 -2.91  0.071
H: -0.83 3.89 -3.38  0.092
H: 3.02 3.50 1.18  0.094
H: 3.89 5.46 2.39  0.104
H: 3.16 7.75 1.76  0.096
H: 1.56 8.07 -0.10  0.102
N: 0.62 -0.93 -0.20  -0.314
P: -0.44 -1.97 0.17  0.525
N: -1.27 -1.64 1.59  -0.209
C: -2.17 -2.66 2.13  -0.219
C: -1.52 -3.42 3.28  -0.169
C: -1.14 -2.46 4.43  -0.184
C: -1.20 -1.00 3.97  -0.188
C: -0.56 -0.82 2.60  -0.236
N: 0.21 -3.52 0.28  -0.208
C: 1.59 -3.63 0.79  -0.214
C: 2.22 -4.94 0.31  -0.191
C: 1.74 -5.28 -1.09  -0.198
C: 0.23 -5.57 -1.06  -0.179
C: -0.46 -4.79 0.07  -0.225
N: -1.73 -2.27 -0.90  -0.192
C: -2.81 -1.26 -0.83  -0.240
C: -3.69 -1.33 -2.07  -0.176
C: -2.90 -0.94 -3.33  -0.185
C: -1.41 -1.31 -3.18  -0.176
C: -1.27 -2.54 -2.29  -0.212
H: -2.43 -3.35 1.33  0.096
H: -3.11 -2.20 2.46  0.108
H: -0.63 -3.92 2.89  0.087
H: -2.20 -4.21 3.64  0.106
H: -0.12 -2.67 4.77  0.104
H: -1.80 -2.60 5.28  0.100
H: -0.68 -0.35 4.67  0.117
H: -2.24 -0.66 3.93  0.092
H: 0.49 -1.10 2.66  0.111
H: -0.60 0.23 2.32  0.042
H: 1.62 -3.58 1.88  0.107
H: 2.15 -2.78 0.40  0.093
H: 1.96 -5.77 0.99  0.106
H: 3.31 -4.84 0.35  0.106
H: 2.28 -6.13 -1.50  0.100
H: 1.94 -4.42 -1.74  0.109
H: 0.05 -6.64 -0.91  0.103
H: -0.22 -5.30 -2.02  0.090
H: -0.45 -5.38 0.99  0.109
H: -1.50 -4.60 -0.19  0.097
H: -2.41 -0.24 -0.75  0.094
H: -3.41 -1.43 0.06  0.065
H: -4.55 -0.68 -1.93  0.095
H: -4.07 -2.35 -2.16  0.114
H: -3.00 0.13 -3.52  0.104
H: -3.32 -1.46 -4.20  0.101
H: -0.84 -0.50 -2.72  0.085
H: -0.96 -1.50 -4.15  0.112
H: -0.22 -2.85 -2.25  0.097
H: -1.84 -3.37 -2.70  0.112
C: -3.34 5.58 0.01  -0.394
S: -3.44 4.27 -1.23  0.782
C: -3.68 2.88 -0.19  -1.009
C: -2.80 2.36 0.69  -1.106
S: -1.18 2.88 1.04  0.531
S: -3.41 0.99 1.59  0.913
C: -4.96 0.84 0.86  -1.509
S: -6.04 -0.36 1.21  0.495
S: -5.24 2.08 -0.30  0.890
H: -3.09 6.49 -0.53  0.026
H: -2.55 5.35 0.72  0.006
H: -4.30 5.70 0.52  0.037

Density functional theory data (wB97M-V/def2-TZVPD) for a 11-piece molecular cluster, C33H42F8O33 overall.

Computed properties:
DFT total energy in eV: -124206.7072
Frontier orbital gap in hartree: 0.38702
SMILES: O=C1OC[C@@H](F)O1.O=C1OC[C@@H](F)O1.O=C1OC[C@@H](F)O1.O=C1OC[C@@H](F)O1.O=C1OC[C@@H](F)O1.O=C1OC[C@@H](F)O1.O=C1OC[C@@H](F)O1.O=C1OC[C@@H](F)O1.COC(=O)OC.COC(=O)OC.COC(=O)OC
Energy relative to the best compared isomer or geometry (same formula, charge and spin) in kJ/mol: 303.8

Each line ends with the Löwdin charge.
CARTESIAN COORDINATES (ANGSTROEM)
O: -0.79 -4.29 2.49  0.148
C: -1.51 -3.98 1.57  -0.611
O: -2.50 -3.13 1.62  0.081
C: -3.08 -2.93 0.30  0.001
C: -2.66 -4.16 -0.46  -0.308
F: -2.15 -3.68 -1.55  0.096
O: -1.59 -4.58 0.39  0.148
H: -4.16 -2.94 0.45  0.147
H: -2.77 -2.04 -0.23  0.120
H: -3.41 -4.88 -0.79  0.177
O: 4.77 1.82 3.21  0.111
C: 5.07 1.32 2.12  -0.510
O: 6.17 0.77 1.62  0.119
C: 5.96 0.13 0.42  -0.075
C: 4.59 0.56 0.03  -0.350
F: 3.90 -0.49 -0.19  0.135
O: 4.10 1.08 1.25  0.129
H: 6.68 0.46 -0.33  0.146
H: 6.17 -0.94 0.42  0.155
H: 4.49 1.29 -0.77  0.175
O: 2.14 -3.73 -6.45  0.118
C: 1.31 -3.77 -5.52  -0.539
O: 0.59 -2.75 -5.12  0.095
C: -0.20 -3.09 -3.99  -0.030
C: -0.22 -4.64 -4.12  -0.299
F: -1.31 -5.22 -4.67  0.071
O: 0.88 -4.90 -4.95  0.148
H: 0.18 -2.80 -3.01  0.126
H: -1.19 -2.64 -4.10  0.137
H: -0.18 -5.16 -3.16  0.161
O: -2.06 -0.80 -2.03  0.132
C: -1.10 -0.44 -1.38  -0.448
O: -0.80 0.86 -0.95  0.050
C: 0.41 0.79 -0.29  -0.101
C: 0.49 -0.66 0.29  -0.142
F: -0.46 -0.78 1.34  0.034
O: -0.17 -1.28 -0.83  0.084
H: 1.23 1.01 -0.98  0.113
H: 0.48 1.59 0.45  0.134
H: 1.48 -1.01 0.58  0.146
O: -1.52 0.80 7.58  0.151
C: -1.49 0.45 6.41  -0.478
O: -2.02 -0.69 5.91  0.087
C: -1.78 -0.88 4.56  -0.067
C: -0.84 0.27 4.23  -0.318
F: -1.49 1.05 3.34  0.055
O: -0.77 1.05 5.40  0.105
H: -1.17 -1.78 4.46  0.138
H: -2.64 -0.98 3.91  0.147
H: 0.11 0.00 3.77  0.152
O: 2.31 3.28 -0.98  0.119
C: 2.96 4.12 -0.33  -0.455
O: 3.41 3.91 0.96  0.038
C: 4.00 5.17 1.40  -0.020
C: 3.93 6.09 0.20  -0.367
F: 5.14 6.30 -0.29  0.116
O: 3.40 5.29 -0.74  0.168
H: 3.34 5.44 2.22  0.122
H: 5.02 5.09 1.77  0.149
H: 3.38 6.99 0.45  0.182
O: 3.53 -0.29 -3.79  0.152
C: 3.08 0.79 -4.12  -0.522
O: 3.38 1.48 -5.22  0.087
C: 2.55 2.61 -5.34  -0.052
C: 1.42 2.25 -4.35  -0.288
F: 0.60 1.44 -5.10  0.050
O: 2.11 1.46 -3.48  0.107
H: 3.16 3.40 -4.90  0.139
H: 2.26 2.84 -6.37  0.148
H: 0.81 3.06 -3.96  0.177
O: 0.23 6.42 4.55  0.169
C: 0.74 5.33 4.49  -0.435
O: 0.61 4.31 5.39  0.106
C: 1.51 3.31 5.00  -0.090
C: 1.62 3.42 3.46  -0.319
F: 0.62 2.76 2.85  0.089
O: 1.47 4.81 3.39  0.071
H: 2.50 3.25 5.43  0.136
H: 1.12 2.33 5.29  0.112
H: 2.59 3.08 3.12  0.139
C: -3.41 2.49 -1.51  0.003
O: -4.52 1.59 -1.14  0.004
C: -5.75 2.05 -0.92  -0.656
O: -6.05 3.21 -1.04  0.119
O: -6.51 1.06 -0.57  0.008
C: -7.91 1.08 -0.47  -0.031
H: -2.58 2.35 -0.82  0.077
H: -3.65 3.55 -1.59  0.089
H: -3.05 2.31 -2.53  0.090
H: -8.41 0.14 -0.71  0.098
H: -8.24 1.81 -1.21  0.093
H: -8.24 1.53 0.47  0.100
C: -4.68 -5.85 -3.91  0.003
O: -5.05 -4.53 -3.31  -0.015
C: -5.12 -3.46 -4.09  -0.551
O: -4.96 -3.36 -5.34  0.069
O: -5.16 -2.41 -3.24  -0.019
C: -4.86 -1.08 -3.68  -0.017
H: -4.42 -5.82 -4.97  0.088
H: -5.59 -6.42 -3.75  0.092
H: -3.80 -6.36 -3.51  0.081
H: -3.79 -0.88 -3.57  0.070
H: -5.46 -0.32 -3.19  0.089
H: -4.96 -1.02 -4.77  0.089
C: 3.50 -0.02 5.51  -0.004
O: 2.88 -0.57 4.32  -0.023
C: 3.21 -1.79 3.91  -0.543
O: 4.09 -2.52 4.44  0.086
O: 2.43 -2.10 2.84  -0.045
C: 2.71 -3.30 2.07  -0.020
H: 3.48 -0.71 6.35  0.099
H: 3.02 0.92 5.79  0.080
H: 4.55 0.07 5.26  0.092
H: 1.92 -3.31 1.32  0.084
H: 2.74 -4.18 2.71  0.103
H: 3.68 -3.22 1.59  0.092